No. 1
ORCA calculation (ωB97M-V with the def2-TZVPD basis set) on C16H46BN8O10Pd as an isolated structure at a distorted geometry.

## Properties
LUMO (spin up / spin down), eV: 0.327 / -2.977
HOMO energy (spin up / spin down), eV: -9.0 / -9.0
Frontier orbital gap (spin up / spin down), eV: 9.3 / 6.0
Multiplicity: 4

Geometry as XYZ:
```
82
Properties=species:S:1:pos:R:3:forces:R:3:mulliken_charge:R:1
Pd 0.755 0.819 2.396 -0.89 1.53 -0.85 1.163
B 1.747 -0.635 1.011 0.43 -0.77 -0.02 3.744
H 2.367 -0.444 1.873 2.96 0.09 2.97 -0.485
H 2.243 -1.172 0.218 2.08 -1.29 -2.64 -0.803
H 0.853 -1.153 1.324 -3.24 -2.34 0.97 -1.033
H 1.451 0.291 0.543 -1.14 3.66 -2.10 -0.968
C -0.598 0.344 4.576 0.47 -1.36 -2.56 0.815
O -0.188 -0.641 3.906 0.43 -1.85 0.59 -0.885
O -0.511 1.434 4.042 -0.36 4.11 0.11 -0.617
O -1.099 0.119 5.684 -1.00 -0.46 2.79 -0.382
C 2.800 -1.484 -3.364 -0.85 1.46 0.57 -0.459
O 2.438 -0.110 -3.737 0.51 -1.17 -1.11 -0.478
C 1.705 0.577 -2.763 0.02 1.07 0.42 -0.821
C 0.292 0.075 -2.545 1.13 -0.85 2.42 1.145
N -0.555 0.200 -3.679 -0.30 -0.62 -0.67 -0.343
C -1.632 -0.815 -3.609 0.50 0.65 -0.93 -0.040
C -2.714 -0.658 -4.688 -0.47 0.19 0.94 -0.761
O -3.638 -1.675 -4.411 0.59 -1.87 1.01 -0.286
C -4.885 -1.582 -4.982 -0.80 1.71 -0.49 -0.752
H 2.902 -1.495 -2.278 0.00 -0.21 0.21 0.021
H 3.765 -1.783 -3.772 -0.28 0.29 -0.44 0.330
H 1.975 -2.142 -3.637 0.27 -0.27 -0.12 0.225
H 1.597 1.627 -3.034 0.43 0.14 -0.66 0.447
H 2.356 0.588 -1.889 -0.63 -0.16 0.75 0.369
H -0.163 0.480 -1.641 0.02 0.90 0.06 -0.597
H 0.465 -0.927 -2.153 -0.36 -0.91 -0.59 -0.348
H 0.105 0.040 -4.426 -0.43 -0.22 -0.87 0.379
H -2.047 -0.653 -2.614 -0.50 -0.20 -0.07 0.022
H -1.307 -1.854 -3.674 0.45 -0.14 0.19 0.240
H -2.412 -0.770 -5.730 0.58 0.28 -0.03 0.389
H -3.193 0.307 -4.527 -0.08 0.38 -0.33 0.397
H -4.846 -1.469 -6.066 0.08 -0.24 -0.32 0.286
H -5.304 -0.646 -4.612 -0.60 0.32 -0.07 0.318
H -5.610 -2.356 -4.731 0.69 -0.40 0.25 0.251
C 2.874 0.644 4.737 1.91 0.21 3.06 -1.012
O 2.404 1.381 3.708 -2.56 0.85 -2.47 -0.242
C 3.125 2.469 3.131 1.47 -0.48 1.19 -0.404
C 2.849 2.850 1.669 -0.27 -2.06 0.17 -0.820
N 1.416 2.813 1.383 -0.72 1.21 0.62 0.271
C 0.769 4.056 1.838 -0.73 1.34 -0.86 -0.718
C -0.371 4.521 0.821 -0.70 -2.52 1.47 -0.542
O -0.010 4.423 -0.512 0.96 0.83 -1.23 -0.357
C -1.107 4.505 -1.433 1.00 -0.12 0.02 -0.604
H 3.857 0.217 4.540 -0.22 -0.76 -0.33 0.369
H 2.157 0.019 5.271 -0.32 -0.72 -1.37 0.260
H 3.077 1.250 5.620 0.34 1.00 0.06 0.352
H 4.139 2.077 3.199 0.57 0.74 -0.25 0.521
H 3.027 3.322 3.802 -0.07 0.15 0.03 0.340
H 3.280 2.074 1.036 0.23 0.07 -0.04 0.261
H 3.379 3.789 1.507 -0.29 0.23 -0.21 0.487
H 1.149 2.849 0.409 0.77 -0.85 -0.68 0.046
H 1.511 4.855 1.837 0.20 0.12 0.21 0.394
H 0.393 3.923 2.852 -0.36 0.22 -0.13 0.250
H -0.877 5.456 1.064 0.36 0.19 0.26 0.491
H -1.081 3.695 0.872 -0.83 0.10 0.95 0.167
H -1.757 5.369 -1.288 0.19 0.23 0.24 0.330
H -1.735 3.615 -1.409 0.05 -0.25 0.14 0.147
H -0.607 4.569 -2.399 -0.35 -0.01 -0.05 0.260
C -1.955 0.417 0.598 -0.75 1.39 -1.49 0.207
O -0.981 1.005 0.975 2.44 2.86 1.30 0.019
N -2.934 0.970 -0.107 -0.96 2.27 -0.86 -0.423
N -2.090 -0.826 0.705 -0.65 -6.21 1.06 -0.002
H -3.656 0.395 -0.518 0.19 0.61 -0.11 0.186
H -2.690 1.895 -0.430 -0.72 -0.17 -0.28 0.132
H -2.909 -1.263 0.305 0.37 -0.36 0.49 0.209
H -1.481 -1.338 1.326 -0.10 -0.40 0.02 -0.424
C 0.928 -3.890 -0.711 0.19 0.52 -1.67 0.385
O 0.782 -4.784 -1.484 -0.07 -3.69 -1.58 -0.717
N 2.027 -3.610 -0.053 2.71 -0.03 1.99 -0.158
N 0.005 -2.964 -0.656 -2.87 2.57 0.79 0.240
H 2.863 -4.140 -0.256 -0.35 0.01 -0.04 0.253
H 2.144 -2.649 0.236 0.25 -0.20 0.26 -0.237
H 0.126 -2.116 -0.120 -0.21 -0.14 -0.03 -0.587
H -0.843 -3.135 -1.177 0.29 0.14 0.16 0.119
C -1.647 -3.650 3.005 -2.03 -0.40 2.29 0.670
O -2.505 -3.250 3.796 0.12 0.96 -0.28 -0.723
N -1.765 -4.852 2.503 -0.71 -2.77 -1.24 -0.386
N -0.540 -3.056 2.661 1.87 2.17 -0.63 -0.247
H -2.588 -5.329 2.843 0.41 -0.45 -0.54 0.257
H -1.072 -5.196 1.853 -0.63 -0.47 0.11 0.172
H 0.206 -3.613 2.268 0.08 0.57 0.12 0.140
H -0.397 -2.201 3.178 0.77 0.05 0.00 0.190
```
Forces are in eV/Å.

---

No. 2
ORCA calculation (ωB97M-V with the def2-TZVPD basis set) on C16H46BN8O10Pd as an isolated structure at a distorted geometry.

## Properties
LUMO (spin up / spin down), eV: 0.214 / -2.487
HOMO energy (spin up / spin down), eV: -8.7 / -8.7
Frontier orbital gap (spin up / spin down), eV: 8.9 / 6.2
Multiplicity: 4

Geometry as XYZ:
```
82
Properties=species:S:1:pos:R:3:forces:R:3:mulliken_charge:R:1
Pd -2.356 -0.412 -0.268 -0.36 0.36 -0.66 -0.031
B -0.135 -0.563 -0.898 1.46 -0.32 0.52 1.366
H 0.249 -1.193 -1.685 1.00 -2.61 -2.48 -0.639
H 0.666 0.117 -0.653 2.71 2.40 1.42 -0.645
H -0.895 0.089 -1.301 -2.83 2.82 -1.90 0.243
H -0.536 -1.128 -0.071 -0.57 -2.50 3.15 -0.065
C -3.961 -2.321 0.654 1.93 2.95 1.78 0.889
O -2.812 -2.605 0.253 1.30 -2.15 -1.52 -0.507
O -4.207 -1.084 0.750 -1.69 1.08 -0.66 -0.606
O -4.545 -3.207 1.262 -1.90 -2.28 0.52 -0.458
C -1.353 0.125 2.904 -0.80 -0.32 -0.24 -1.166
O -1.552 0.651 1.591 0.53 -2.72 -0.42 0.550
C -1.569 1.995 1.433 0.00 2.49 -0.73 -0.781
C -1.712 2.356 -0.122 1.25 -1.34 2.38 -0.666
N -2.850 1.653 -0.766 -0.21 2.76 2.37 -0.038
C -4.087 1.963 0.051 0.09 -0.84 -2.44 -0.766
C -5.269 1.638 -0.903 0.06 1.22 2.26 -0.858
O -5.436 2.813 -1.702 -0.26 -0.63 -0.09 -0.336
C -6.573 2.748 -2.571 0.93 0.37 -0.01 -0.748
H -1.535 -0.949 2.861 0.44 -0.04 -0.32 0.278
H -2.178 0.463 3.531 0.24 0.54 0.37 0.315
H -0.354 0.344 3.281 -0.10 0.12 0.06 0.340
H -0.647 2.495 1.727 0.56 -0.25 0.05 0.378
H -2.282 2.342 2.180 -0.74 0.86 -0.52 0.599
H -0.779 1.949 -0.511 -0.05 -0.10 -0.22 0.114
H -1.578 3.431 -0.240 -1.04 0.18 -0.08 0.460
H -3.032 2.275 -1.541 0.01 -0.87 -1.28 0.407
H -4.178 3.041 0.183 0.18 0.03 0.50 0.500
H -4.065 1.390 0.978 -0.28 0.10 -0.22 0.450
H -6.021 1.615 -0.114 -1.13 -0.46 -0.62 0.432
H -5.209 0.704 -1.462 0.16 0.06 0.00 0.396
H -6.347 2.058 -3.385 -0.33 -0.27 -0.03 0.277
H -6.671 3.742 -3.007 -0.08 -0.02 0.07 0.253
H -7.491 2.493 -2.043 0.03 -0.16 0.05 0.309
C 1.410 3.728 -0.172 0.58 0.08 0.81 -0.858
O 1.861 2.383 0.053 -1.50 1.20 0.65 -0.246
C 3.273 2.271 -0.021 -0.30 -1.66 -0.46 -1.039
C 3.635 0.852 0.531 0.26 1.36 0.23 0.107
N 3.734 0.876 1.988 -0.78 0.58 -0.58 -0.467
C 3.947 -0.446 2.485 0.22 -0.73 -0.82 -0.113
C 3.847 -0.602 3.919 -0.04 0.24 2.90 -0.997
O 2.524 -0.268 4.485 0.86 -0.51 -1.00 -0.221
C 2.281 -0.839 5.744 1.38 -0.76 0.77 -0.925
H 2.086 4.277 -0.827 -0.22 -0.21 -0.65 0.432
H 1.429 4.344 0.727 0.32 -0.21 0.67 0.319
H 0.360 3.813 -0.450 0.36 -0.60 -0.63 0.193
H 3.741 3.097 0.515 0.36 -0.11 -0.11 0.417
H 3.399 2.257 -1.104 1.15 0.38 -0.12 0.474
H 4.602 0.454 0.225 -0.09 0.24 -0.79 0.484
H 2.811 0.218 0.204 0.07 -0.38 -0.25 -0.164
H 2.792 1.132 2.247 -0.18 0.25 0.74 0.305
H 4.950 -0.827 2.290 0.45 0.47 -0.44 0.321
H 3.336 -1.221 2.021 -0.61 0.00 -0.29 0.044
H 4.620 -0.082 4.485 -0.18 1.34 -0.08 0.464
H 4.328 -1.563 4.104 -1.50 -1.21 0.39 0.484
H 1.453 -0.444 6.333 -0.37 0.28 -0.86 0.257
H 3.136 -0.691 6.404 0.41 0.36 0.15 0.337
H 2.234 -1.927 5.703 -0.52 -0.19 -0.29 0.374
C 3.667 -1.854 -3.044 3.76 0.88 -0.87 0.597
O 3.980 -2.670 -2.252 0.78 -3.59 3.07 -0.676
N 2.571 -1.245 -3.089 -5.88 2.37 -0.66 -0.201
N 4.594 -1.304 -3.842 3.30 0.31 -2.04 -0.493
H 1.866 -1.469 -2.401 -0.36 0.29 -0.46 0.151
H 2.426 -0.653 -3.894 -0.67 0.12 0.65 0.176
H 4.526 -0.663 -4.620 -0.66 -0.13 0.39 0.137
H 5.537 -1.643 -3.714 -0.30 -0.18 -0.02 0.214
C -2.397 -1.238 -3.353 4.79 -0.69 -3.33 0.519
O -2.866 -0.773 -2.403 -4.98 1.92 5.67 -0.517
N -2.919 -2.009 -4.251 -3.47 -3.08 -2.66 -0.445
N -1.131 -0.959 -3.650 1.74 0.52 -1.58 -0.259
H -2.402 -2.373 -5.039 -0.02 0.23 0.41 0.136
H -3.779 -2.507 -4.072 0.01 0.36 0.08 0.249
H -0.754 -1.486 -4.425 0.60 0.28 0.51 0.241
H -0.574 -0.686 -2.854 0.36 -0.05 -0.34 0.156
C 1.963 -3.787 1.019 -0.25 0.12 0.42 0.745
O 1.635 -4.289 2.054 -0.75 -1.22 2.58 -0.718
N 2.897 -4.254 0.239 3.31 -2.29 -1.73 -0.366
N 1.427 -2.703 0.526 -1.68 3.17 -0.99 0.203
H 3.225 -3.786 -0.593 0.04 0.01 0.05 0.217
H 3.485 -4.970 0.642 -0.17 0.11 -0.26 0.212
H 0.700 -2.212 1.027 0.27 -0.22 -0.29 -0.284
H 1.835 -2.283 -0.296 -0.41 0.11 0.34 -0.222
```
Forces are in eV/Å.

---

No. 3
ORCA calculation (ωB97M-V with the def2-TZVPD basis set) on C16H46Mn2N2O12S as an isolated structure at a distorted geometry.

## Properties
LUMO (spin up / spin down), eV: -5.061 / -5.542
HOMO energy (spin up / spin down), eV: -14.3 / -14.3
Frontier orbital gap (spin up / spin down), eV: 9.3 / 8.8
Charge: +2
Multiplicity: 11

Geometry as XYZ:
```
79
Properties=species:S:1:pos:R:3:forces:R:3:mulliken_charge:R:1
Mn -1.321 -0.015 -2.583 -0.32 0.55 0.66 0.925
Mn 1.242 -1.582 2.597 -0.49 1.12 -0.71 0.878
S 0.195 0.028 -0.315 0.64 -0.27 -0.24 1.550
O 1.156 1.114 -0.200 -0.20 -0.20 -0.35 -1.278
O 0.356 -0.726 -1.614 0.31 0.02 -0.36 -0.536
O 0.445 -0.921 0.776 -1.02 -0.41 0.02 0.031
O -1.207 0.508 -0.407 0.26 -0.31 0.61 -0.764
C -1.313 0.208 4.035 0.51 0.48 -0.06 -0.533
O 0.091 0.107 3.693 -0.05 -0.21 0.14 -0.427
C 0.705 1.353 3.341 0.27 0.14 -0.20 0.139
C 2.204 1.152 3.326 0.03 0.34 -1.11 -1.006
N 2.506 0.192 2.220 0.33 0.13 1.54 0.694
C 3.933 -0.182 2.137 -0.78 -0.02 -0.99 -0.784
C 4.035 -1.481 1.310 1.87 -0.12 1.41 -0.611
O 2.927 -2.358 1.586 0.28 0.31 -0.65 -0.241
C 2.934 -3.531 0.762 -0.15 -1.08 0.19 -0.778
H -1.787 1.015 3.472 0.02 -0.24 -0.26 0.074
H -1.417 0.463 5.090 0.03 -0.29 0.05 0.300
H -1.756 -0.750 3.791 -0.23 -0.02 0.16 0.184
H 0.451 2.183 4.004 -0.22 -0.32 0.26 0.614
H 0.376 1.626 2.329 -0.02 0.08 0.14 -0.065
H 2.604 0.762 4.261 -0.12 0.01 0.10 0.402
H 2.653 2.129 3.109 0.08 -0.12 0.18 0.408
H 2.203 0.629 1.345 0.06 -0.22 0.06 -0.427
H 4.368 -0.302 3.125 -0.20 -0.08 0.13 0.453
H 4.472 0.617 1.623 0.27 -0.15 0.09 0.333
H 4.912 -2.020 1.701 -0.06 0.13 -0.16 0.494
H 4.313 -1.296 0.271 -1.11 -0.13 -0.31 0.414
H 3.946 -3.875 0.538 0.08 0.37 0.01 0.404
H 2.364 -3.419 -0.160 0.03 0.32 0.02 0.219
H 2.498 -4.340 1.357 -0.13 0.16 -0.08 0.265
C 0.439 2.730 -2.864 0.58 -0.12 1.08 -1.041
O -0.819 2.069 -2.655 0.01 0.52 -1.00 -0.108
C -1.894 3.009 -2.658 -0.82 -0.11 -0.52 -0.308
C -3.156 2.318 -3.165 0.04 0.03 -0.06 -0.910
N -3.306 1.069 -2.421 0.34 0.23 0.59 0.086
C -4.297 0.102 -2.872 -0.10 0.06 -0.29 -0.706
C -4.082 -1.236 -2.183 0.10 0.27 -0.02 -0.565
O -2.683 -1.578 -2.263 0.06 -0.26 -0.59 -0.194
C -2.383 -2.959 -1.968 -0.80 0.14 -0.36 -0.682
H 0.374 3.474 -3.650 0.03 -0.23 -0.35 0.487
H 1.184 1.954 -3.020 0.00 0.07 -0.39 0.304
H 0.732 3.231 -1.936 -0.16 0.09 -0.05 0.336
H -1.700 3.812 -3.369 0.28 0.14 0.23 0.503
H -2.041 3.415 -1.656 0.10 0.00 0.07 0.212
H -3.076 2.079 -4.229 0.10 0.08 -0.02 0.427
H -4.001 3.002 -3.039 -0.04 -0.08 -0.02 0.408
H -3.446 1.369 -1.448 -0.12 -0.59 -0.01 -0.102
H -4.155 -0.017 -3.953 0.04 -0.10 0.08 0.368
H -5.337 0.424 -2.755 0.04 0.00 0.22 0.402
H -4.691 -1.963 -2.725 0.11 -0.25 0.31 0.467
H -4.311 -1.206 -1.116 -0.38 0.01 -0.08 0.407
H -1.356 -3.154 -2.249 0.17 0.02 0.17 0.164
H -3.039 -3.576 -2.585 0.11 -0.11 0.05 0.365
H -2.596 -3.159 -0.919 0.22 -0.01 0.08 0.273
C 3.047 3.964 -0.216 -0.09 0.02 0.46 -0.688
O 1.862 3.603 0.511 0.14 -0.33 -0.51 -0.499
H 3.057 5.044 -0.352 -0.05 -0.01 0.12 0.311
H 3.928 3.681 0.370 0.06 0.06 -0.20 0.237
H 3.119 3.517 -1.213 -0.17 -0.16 0.13 0.278
H 1.610 2.694 0.252 0.14 0.71 0.11 0.540
C -0.405 -4.347 2.825 0.18 -0.01 -0.10 -0.779
O -0.403 -2.909 2.551 -0.16 -0.92 0.43 -0.298
H 0.531 -4.580 3.326 -0.05 0.02 0.09 0.288
H -1.243 -4.621 3.460 0.03 0.13 0.11 0.356
H -0.454 -4.920 1.899 -0.02 0.20 -0.08 0.306
H -1.313 -2.642 2.380 0.16 0.25 -0.17 0.205
C -2.741 2.995 1.417 0.78 -0.30 0.28 -0.584
O -3.157 1.726 0.939 -0.18 -0.31 -0.19 -0.563
H -1.793 3.298 0.950 -0.38 0.27 -0.27 0.165
H -3.554 3.695 1.261 0.13 0.26 -0.10 0.330
H -2.491 2.987 2.491 -0.37 -0.15 -0.07 0.207
H -2.404 1.241 0.554 -0.10 0.34 0.39 0.449
C 2.538 -2.838 -3.204 0.24 0.92 0.00 -0.420
O 1.386 -3.412 -2.613 0.01 -0.33 -0.03 -0.590
H 2.291 -2.175 -4.043 -0.08 -0.19 0.00 0.215
H 3.087 -2.210 -2.485 -0.03 -0.19 -0.02 0.107
H 3.215 -3.599 -3.576 -0.18 -0.31 0.09 0.304
H 0.838 -2.688 -2.299 0.11 0.25 0.16 0.197
```
Forces are in eV/Å.

---

Computed values of energy above the lowest of the compared OMol25 structures with the same formula, charge and spin (unit: kcal per mole) for the preceding records, in sequence: 0.0 31.8 0.0.
Computed values of DFT total energy (unit: Eh) for the preceding records, in sequence: -1980.1631 -1980.1125 -4349.3405.